# 1
Below is a 2-piece molecular cluster, C23H47BFN2O8P2Si overall, with properties calculated with the ωB97M-V functional and the def2-TZVPD basis.

Results
* HOMO: -3.845 eV
* HOMO-LUMO gap: 4.81 eV

```
! wB97M-V def2-TZVPD RIJCOSX def2/J DEFGRID3
* xyz -1 1
C 5.21847 4.24814 -0.10243
C 4.37300 2.92308 -0.35509
O 3.49799 2.72735 0.76486
P 1.87159 2.63765 0.35162
O 1.30670 4.05180 0.53961
C 1.06053 1.54102 1.66079
C 1.74010 0.12362 1.52811
P 1.45960 -1.17335 2.90884
C -0.11600 -0.32699 3.65259
C 0.03691 0.66869 4.85943
C -1.46536 1.12099 5.20029
F -2.01053 1.94322 4.20662
C 0.26036 -2.27735 1.86871
C -0.63801 -1.61013 0.79710
O -1.88877 -2.38055 0.71850
Si -3.13610 -1.52896 -0.07176
C -4.44907 -1.05344 1.23102
C -4.00078 -2.81972 -1.22185
C -2.58630 -0.10073 -1.19435
C 2.95913 -2.28771 2.36059
C 3.52823 -2.15993 0.94123
C 4.74423 -1.19605 0.59357
N 3.19789 -2.86808 -0.10189
B 2.67908 -0.29164 4.15287
O 3.16364 1.05885 4.08801
O 3.11061 -1.01035 5.34492
O 1.58060 2.00457 -1.17316
C 1.25255 3.05120 -2.11071
C -0.27772 3.44951 -2.07575
H 5.58341 4.31512 0.94891
H 6.06915 4.26860 -0.83690
H 4.53598 5.09824 -0.33848
H 3.86606 3.06847 -1.33398
H 5.12219 2.09015 -0.35621
H -0.03102 1.57423 1.43422
H 1.26909 2.09448 2.59958
H 1.62756 -0.22467 0.47159
H 2.83614 0.39950 1.60049
H 1.27791 -2.17216 3.97949
H -0.70503 -1.17195 4.12549
H -0.85196 0.10780 2.93799
H 0.33275 0.18722 5.83342
H 0.53935 1.64200 4.66585
H -1.56576 1.52364 6.23592
H -2.05337 0.16283 5.17072
H -0.43796 -2.75746 2.61664
H 0.75162 -3.17426 1.40378
H -0.82552 -0.51592 0.87064
H -0.15629 -1.77091 -0.21417
H -4.39137 -1.82908 2.04420
H -5.47611 -1.17464 0.78988
H -4.31336 -0.04592 1.68707
H -4.20079 -3.74401 -0.61091
H -3.30598 -3.11261 -2.05790
H -4.96723 -2.43611 -1.62830
H -1.84378 -0.40059 -1.96610
H -3.49243 0.31378 -1.69658
H -2.21727 0.72959 -0.52894
H 3.82956 -2.13004 3.06957
H 2.68350 -3.36763 2.51869
H 4.37168 -0.36186 -0.04773
H 5.20255 -0.84426 1.54633
H 5.45770 -1.80342 -0.01030
H 2.46433 -3.51634 0.20563
H 2.80294 1.62339 4.77944
H 2.86286 -0.43823 6.08478
H 1.89846 3.95129 -1.92665
H 1.50085 2.71596 -3.14974
H -0.73048 3.56818 -3.08370
H -0.33336 4.38779 -1.46520
H -0.81611 2.66992 -1.48621
C -3.81476 -2.97331 -6.85437
C -3.68112 -2.89520 -5.47290
C -3.53115 -1.65985 -4.85824
C -3.52111 -0.51048 -5.63783
C -3.64666 -0.57773 -7.01952
C -3.79341 -1.81726 -7.62718
N -3.38789 0.79199 -4.98755
O -3.26123 0.80383 -3.77935
O -3.41496 1.78402 -5.68972
H -3.93709 -3.93919 -7.33107
H -3.69678 -3.79761 -4.87418
H -3.42782 -1.60819 -3.78172
H -3.63411 0.31705 -7.62765
H -3.89493 -1.88290 -8.70339
*
```

=====

# 2
Below is a 14-piece molecular cluster, C23H47Cl26IN3O4 overall, with properties calculated with the ωB97M-V functional and the def2-TZVPD basis.

Results
* HOMO: -11.975 eV
* HOMO-LUMO gap: 8.15 eV

```
! wB97M-V def2-TZVPD RIJCOSX def2/J DEFGRID3
* xyz 1 1
C 3.70968 -0.38565 3.45852
C 3.38365 -0.74680 1.94853
O 2.46066 -1.87264 1.83807
C 1.16960 -1.23489 1.72354
C -0.06015 -2.22437 1.92808
O -1.32242 -1.71459 1.45230
C -1.63283 -0.46048 2.01444
N -1.61349 0.52610 0.90285
C -1.62080 1.91376 1.39744
C -0.25890 2.36544 2.07850
C 0.54015 3.41190 1.19538
C -2.80038 2.04763 2.44778
N -3.77582 0.89218 2.32776
C -3.13877 -0.43419 2.57283
I -2.94084 -0.74154 4.74978
O -3.80824 -1.52258 1.96014
N -5.19179 -1.33567 1.88021
O -5.73622 -1.61888 2.88504
H 3.64269 -1.32246 4.06675
H 4.69765 0.12506 3.55393
H 2.90572 0.29623 3.85257
H 2.87945 0.16554 1.51853
H 4.29310 -0.95233 1.33459
H 1.12812 -0.50525 2.58840
H 1.04554 -0.64730 0.77413
H -0.20251 -2.48492 3.01496
H 0.16351 -3.20142 1.39965
H -0.98452 -0.15616 2.87384
H -0.82690 0.33069 0.28609
H -1.79190 2.64039 0.55485
H -0.41340 2.77389 3.11454
H 0.38292 1.45318 2.17369
H -0.16623 4.21709 0.90786
H 0.98816 2.86788 0.32565
H 1.36481 3.82479 1.83843
H -2.44283 2.20861 3.49000
H -3.38854 2.95453 2.13829
H -4.18681 0.98607 1.38129
H -4.46832 1.05260 3.07384
C -6.61988 -4.71320 0.14971
Cl -5.48680 -3.42277 0.58969
Cl -6.59734 -5.02066 -1.58850
H -6.33612 -5.62327 0.67289
H -7.62252 -4.41527 0.44340
C -4.15464 -7.25858 0.59450
Cl -5.32785 -8.16993 1.55362
Cl -3.13042 -8.32800 -0.36725
H -4.69085 -6.59258 -0.07742
H -3.52568 -6.67934 1.26520
C -1.64383 -3.66551 -1.57265
Cl -1.97815 -5.39520 -1.44250
Cl -2.37029 -2.98370 -3.03229
H -2.05732 -3.15942 -0.70312
H -0.56779 -3.51380 -1.61096
C -4.31562 0.43268 -2.92678
Cl -5.63290 1.60526 -3.04127
Cl -3.41846 0.62109 -1.41325
H -4.73082 -0.57088 -2.96768
H -3.63539 0.58530 -3.75862
C -3.57624 5.10650 -0.16982
Cl -4.80124 3.82551 -0.09239
Cl -3.21299 5.74753 1.43854
H -2.65534 4.69224 -0.60269
H -3.95170 5.91143 -0.79582
C 0.11729 5.58130 -1.94153
Cl -1.12123 4.31384 -1.82655
Cl 0.51113 6.30015 -0.37125
H 1.01968 5.14374 -2.35859
H -0.25228 6.36512 -2.59741
C 3.45012 -4.25823 -0.48106
Cl 4.10670 -4.26430 -2.11928
Cl 1.73080 -3.84526 -0.47517
H 3.57578 -5.24618 -0.04658
H 3.98587 -3.52273 0.11050
C 7.61241 -2.04796 -1.03206
Cl 6.46027 -3.00313 -0.08981
Cl 8.65725 -3.08352 -2.00986
H 7.06145 -1.38107 -1.69047
H 8.22848 -1.46949 -0.34396
C -3.42034 1.55443 -7.20730
Cl -4.68698 0.33394 -7.04208
Cl -2.99852 2.25629 -5.63956
H -2.53587 1.08944 -7.63341
H -3.77529 2.34537 -7.86204
C 4.06358 6.35906 -3.38871
Cl 3.58631 5.87568 -1.75569
Cl 2.66354 6.45947 -4.46387
H 4.54162 7.33339 -3.34105
H 4.75913 5.62440 -3.78436
C 5.45209 -4.38625 4.17740
Cl 4.21445 -3.77307 3.07277
Cl 6.80260 -3.25468 4.31693
H 5.00814 -4.52839 5.15874
H 5.82421 -5.33437 3.79921
C -3.62132 5.79983 -4.47805
Cl -3.12234 7.05595 -3.33548
Cl -2.68982 5.89212 -5.97535
H -3.46176 4.82537 -4.02254
H -4.67462 5.93293 -4.70857
C 10.67701 -1.14120 1.68635
Cl 11.34132 -1.13047 0.04978
Cl 8.95456 -0.73632 1.68269
H 10.80341 -2.13285 2.11180
H 11.20851 -0.40925 2.28785
*
```